Record 1
Molecular formula: C40H56N6O16P2
Method: DFT, ωB97M-V/def2-TZVPD

Structure (XYZ):
```
120
Properties=species:S:1:pos:R:3:mulliken_charge:R:1
O 2.8348 2.6688 -1.8614 -0.5482
N 3.3113 1.7822 -2.4964 0.9950
O 4.4881 1.4291 -2.5234 -0.6236
C 2.4010 1.0824 -3.4032 0.2274
C 1.3268 1.7858 -3.8786 -0.0541
C 0.5755 1.3926 -4.9517 -1.0570
C 0.8724 0.0424 -5.3670 -0.4926
C 1.8346 -0.7102 -4.7846 -0.5674
C 2.6826 -0.1871 -3.8329 -0.1221
H 1.2309 2.8463 -3.5562 0.3419
H -0.0809 2.0365 -5.5577 0.4678
H 0.2898 -0.3805 -6.1592 0.4136
H 1.9504 -1.6614 -5.2637 0.4847
H 3.5214 -0.6605 -3.3542 0.5635
O 2.5289 -6.5036 -3.0580 -0.6164
N 1.5082 -6.2800 -2.4358 1.0708
O 0.3797 -6.6068 -2.8163 -0.6127
C 1.5707 -5.6408 -1.1459 -0.1169
C 0.3890 -5.6241 -0.3539 -0.3179
C 0.5608 -5.0249 0.8475 -0.8219
C 1.6813 -4.3225 1.2127 0.1631
C 2.8420 -4.3506 0.4084 -1.0682
C 2.7069 -5.0202 -0.7735 -0.1326
H -0.5554 -5.9604 -0.7785 0.4475
H -0.2373 -4.9883 1.5391 0.3785
H 1.6760 -3.8163 2.1355 0.5896
H 3.7262 -3.8195 0.7018 0.5139
H 3.5093 -5.1085 -1.5005 0.4982
O -7.3889 1.2667 3.6964 -0.5903
N -6.6716 0.6233 2.8938 0.9450
O -6.6233 -0.5845 2.8709 -0.5743
C -5.7463 1.4155 2.0463 0.3939
C -5.4062 0.7943 0.8992 -0.4346
C -4.7279 1.5181 -0.0678 -0.7877
C -4.2600 2.7671 0.2945 -0.2915
C -4.6341 3.3724 1.4557 -0.4000
C -5.4225 2.7254 2.3909 -0.6011
H -5.8174 -0.1579 0.7135 0.4923
H -4.5499 1.1007 -1.0231 0.4671
H -3.7100 3.3489 -0.4454 0.4046
H -4.2474 4.3558 1.6809 0.4226
H -5.7643 3.0540 3.3432 0.5336
O 0.5244 0.2565 -1.3095 0.0181
N -0.5447 -0.0675 -0.8540 0.6007
O -1.1487 0.6004 -0.0287 -0.4117
C -1.0836 -1.2988 -1.3439 -0.3779
C -0.3722 -1.9213 -2.3316 0.3308
C -0.8056 -3.1289 -2.8454 -0.9779
C -1.9544 -3.6752 -2.2963 -1.1758
C -2.6007 -3.0917 -1.2241 -0.8471
C -2.1734 -1.8897 -0.7732 0.1332
H 0.5989 -1.5790 -2.7290 0.3203
H -0.2779 -3.5419 -3.6788 1.0222
H -2.3370 -4.5742 -2.7936 0.4448
H -3.4736 -3.5715 -0.8551 0.5432
H -2.8022 -1.3773 -0.0402 0.3919
C 1.7993 -2.2204 6.0557 -1.4140
C 1.3791 -2.6285 4.6221 -0.1174
O 1.5842 -1.5392 3.7376 -0.3473
P 0.5669 -0.9694 2.6681 0.8416
O -0.2676 -2.0090 2.1015 -0.5962
O -0.1839 0.1876 3.4283 -0.3903
C -1.6030 0.2647 3.3189 0.6475
C -2.3344 -0.2231 4.5402 -1.3478
O 1.5963 -0.1795 1.7583 -0.0939
C 2.7413 -0.7614 1.1161 0.2200
C 3.2782 0.4804 0.3656 -0.7795
H 2.7067 -2.7048 6.2865 0.4192
H 1.8409 -1.1644 6.2227 0.3277
H 1.0970 -2.6259 6.8145 0.3269
H 2.0540 -3.4675 4.4310 0.2244
H 0.3084 -2.9150 4.5674 0.3496
H -1.8269 1.2885 3.3018 0.3312
H -2.0411 -0.2132 2.4008 -0.3067
H -1.9904 -1.1329 5.0237 0.3273
H -2.3862 0.4840 5.3503 0.3388
H -3.3380 -0.6162 4.2086 0.3131
H 3.3554 -1.1561 1.9122 0.5330
H 2.5070 -1.6009 0.4108 -0.2527
H 4.1714 0.2529 -0.2155 0.5157
H 2.5127 0.8188 -0.2631 -0.2963
H 3.4263 1.2732 1.1175 0.2478
C -0.9110 4.5165 5.0776 -1.1800
C -0.5024 5.8073 4.4696 -0.0869
O 0.8716 5.7948 4.0946 -0.1895
P 1.1553 6.5852 2.7959 0.4677
O 1.0040 8.0522 2.7716 -0.7494
O 2.7460 6.2341 2.6059 -0.3177
C 3.2463 4.9413 2.1869 0.2573
C 4.5056 5.0600 1.4494 -1.3802
O 0.3422 5.6760 1.7781 0.2298
C 0.3772 6.1470 0.4616 -0.4559
C -0.3015 5.0975 -0.4214 -0.6344
H -1.9542 4.4757 5.2127 0.4245
H -0.5701 3.6841 4.4708 0.1588
H -0.4759 4.2302 6.0454 0.3592
H -1.1212 5.8942 3.5917 0.1383
H -0.8263 6.7061 4.9795 0.3974
H 3.2596 4.3193 3.0963 0.3146
H 2.5114 4.4132 1.4800 -0.0076
H 5.2973 5.5437 2.0501 0.3011
H 4.8204 4.0881 1.2016 0.4334
H 4.3149 5.5418 0.5339 0.3585
H -0.1371 7.1114 0.4117 0.4365
H 1.4111 6.3480 0.1640 0.3259
H -0.7249 5.5534 -1.3687 0.3762
H 0.4266 4.3994 -0.6568 -0.0023
H -1.1708 4.5377 0.0184 0.0537
C -2.0307 -3.2064 -6.5905 -0.2406
C -3.0909 -2.6210 -7.4195 0.0902
N -3.7875 -2.0428 -8.1076 -0.3558
H -1.0662 -2.7213 -6.7285 0.1565
H -1.9479 -4.2070 -6.9735 0.2818
H -2.3333 -3.1321 -5.5170 0.0719
C 1.4900 -6.2516 -6.3874 -1.0079
C 1.7073 -4.9856 -5.6753 0.4625
N 1.9235 -3.9321 -5.2772 -0.4195
H 0.8835 -6.1721 -7.3170 0.3301
H 1.0726 -6.9899 -5.7179 0.2613
H 2.5274 -6.5586 -6.7080 0.3210
```

Computed properties:
E_LUMO = -0.90 eV
E_HOMO = -10.003 eV
Net charge = 0
SMILES = O=[N+]([O-])c1ccccc1.O=[N+]([O-])c1ccccc1.O=[N+]([O-])c1ccccc1.O=[N+]([O-])c1ccccc1.CCOP(=O)(OCC)OCC.CCOP(=O)(OCC)OCC.CC#N.CC#N

---

Record 2
Molecular formula: C40H57BFeN9O4S3
Method: DFT, ωB97M-V/def2-TZVPD

Structure (XYZ):
```
115
Properties=species:S:1:pos:R:3:lowdin_spin:R:1
Fe 2.3273 -0.0574 0.8109 4.1734
C 2.6538 -3.8442 -2.7785 0.0028
C 1.3985 -3.0291 -2.6930 0.0055
C 0.5271 -2.8997 -3.7320 0.0012
C -0.6443 -2.1015 -3.6319 0.0018
N -0.8956 -1.4459 -2.5323 0.0029
N -0.0254 -1.5943 -1.5224 0.0067
B -0.5412 -0.8629 -0.3179 -0.0009
N -0.9727 0.5092 -0.3921 -0.0005
N -2.0549 0.7614 0.4510 0.0008
C -2.6752 1.8658 0.2743 0.0000
C -2.2582 2.8291 -0.7407 0.0007
C -1.1596 2.6522 -1.4715 0.0013
C -0.6857 3.6666 -2.4657 0.0010
C -0.3875 1.4214 -1.2545 0.0026
S 1.0752 1.1274 -1.8935 0.0315
C -3.9337 2.1142 1.0940 0.0000
C -4.0218 1.1534 2.2762 0.0000
C -3.9709 3.5596 1.6073 0.0000
C -5.1256 1.8792 0.1462 0.0000
N -1.0503 -1.7108 0.8119 0.0097
N -2.1056 -2.4104 0.3773 0.0041
C -2.6927 -3.2004 1.2409 0.0027
C -2.1672 -3.3289 2.5513 0.0023
C -1.0877 -2.6079 2.9707 0.0066
C -0.4839 -2.7687 4.3365 0.0033
C -0.5247 -1.7115 2.0303 0.0180
S 0.7219 -0.5902 2.4579 0.1116
C -3.9143 -3.9675 0.7350 0.0002
C -3.4747 -4.8592 -0.4377 0.0002
C -4.9630 -2.9590 0.2408 0.0002
C -4.5196 -4.8291 1.8408 0.0000
C 1.0747 -2.3229 -1.5056 0.0170
S 1.9838 -2.3762 -0.0511 0.1071
C -1.6648 -1.9403 -4.7572 0.0001
C -1.7153 -0.4565 -5.1554 0.0002
C -3.0390 -2.3808 -4.2336 0.0002
C -1.2857 -2.7867 -5.9728 0.0000
H 2.7197 -4.3517 -3.7397 0.0001
H 2.6927 -4.5894 -1.9820 0.0013
H 3.5281 -3.2016 -2.6538 0.0004
H 0.7432 -3.4064 -4.6640 0.0001
H -2.8380 3.7362 -0.8764 0.0001
H -1.3797 4.5035 -2.5157 0.0000
H -0.5908 3.2175 -3.4562 0.0003
H 0.3056 4.0338 -2.1974 0.0002
H -3.1693 1.2761 2.9527 0.0000
H -4.0416 0.1142 1.9445 0.0000
H -4.9375 1.3583 2.8344 0.0000
H -3.1483 3.7633 2.2973 0.0000
H -4.9045 3.7227 2.1472 0.0000
H -3.9340 4.2962 0.8019 0.0000
H -5.1308 0.8512 -0.2257 0.0000
H -5.1041 2.5562 -0.7133 0.0000
H -6.0595 2.0558 0.6835 0.0000
H -2.6172 -4.0405 3.2333 0.0002
H -1.0846 -3.4387 4.9476 0.0001
H -0.3937 -1.8086 4.8462 0.0015
H 0.5246 -3.1786 4.2510 0.0004
H -3.0469 -4.2590 -1.2446 0.0000
H -4.3397 -5.3992 -0.8286 0.0000
H -2.7318 -5.5969 -0.1183 0.0000
H -4.5375 -2.2828 -0.5041 0.0000
H -5.3627 -2.3652 1.0678 0.0000
H -5.7945 -3.4993 -0.2163 0.0000
H -3.8331 -5.6119 2.1767 0.0000
H -5.4111 -5.3241 1.4555 0.0000
H -4.8254 -4.2329 2.7055 0.0000
H -1.9922 0.1665 -4.3016 0.0000
H -2.4570 -0.3154 -5.9447 0.0000
H -0.7472 -0.1133 -5.5337 0.0000
H -3.3375 -1.7878 -3.3660 0.0000
H -3.0333 -3.4381 -3.9496 0.0000
H -3.7854 -2.2477 -5.0194 0.0000
H -0.3359 -2.4708 -6.4165 0.0000
H -2.0545 -2.6719 -6.7374 0.0000
H -1.2240 -3.8523 -5.7294 0.0000
O 3.8685 -0.4891 2.0458 0.1027
C 5.0924 -0.4953 1.7779 0.0101
C 5.7054 -0.0893 0.5614 0.0131
C 7.1113 -0.0610 0.5040 -0.0014
C 7.7092 0.3595 -0.6383 0.0098
C 6.9656 0.7433 -1.7584 -0.0002
C 5.5902 0.7138 -1.7179 0.0134
C 4.9375 0.3061 -0.5525 0.0140
O 3.6241 0.2907 -0.4864 0.1712
N 9.1891 0.4221 -0.6909 0.0008
O 9.6898 0.7629 -1.7410 0.0013
O 9.7943 0.1473 0.3237 0.0016
H 5.7595 -0.8421 2.5730 0.0041
H 7.7169 -0.3571 1.3530 -0.0001
H 7.4947 1.0581 -2.6483 -0.0001
H 4.9913 1.0060 -2.5705 0.0004
C 0.2035 2.9572 3.7901 0.0014
C 0.4291 3.8728 2.5901 0.0014
N 1.8449 3.9687 2.2046 0.0195
C 2.5536 5.2056 2.5943 0.0021
C 2.9194 5.2515 4.0703 0.0012
C 2.4630 2.9392 1.6311 0.0165
C 3.9512 3.0057 1.4446 0.0001
N 1.8108 1.8700 1.2114 0.0936
H -0.8616 2.8723 4.0072 0.0000
H 0.6949 3.3583 4.6774 0.0000
H 0.5902 1.9527 3.6141 0.0005
H 0.1005 4.8833 2.8207 0.0001
H -0.1629 3.5504 1.7286 0.0004
H 1.8952 6.0350 2.3432 0.0004
H 3.4364 5.3170 1.9757 0.0001
H 2.0308 5.3120 4.7026 0.0000
H 3.5284 6.1341 4.2725 0.0001
H 3.4907 4.3670 4.3650 0.0000
H 4.2066 3.7441 0.6824 0.0002
H 4.3174 2.0440 1.1129 -0.0008
H 4.4576 3.2797 2.3706 0.0001
H 0.8083 1.9390 1.3312 0.0033
```

Computed properties:
E_LUMO (alpha / beta) = -6.09 / -6.65 eV
E_HOMO (alpha / beta) = -13.576 / -13.540 eV
Net charge = +2
2S+1 = 6
Energy relative to the best compared isomer or geometry (same formula, charge and spin) = 0.0 kJ/mol

---

no.,largest force on an atom (eV Å⁻¹)
1,3.6
2,1.3